(1)
ORCA calculation (wB97M-V/def2-TZVPD) on a single C7H11N molecule in a non-equilibrium geometry.

XYZ file:
```
19
Properties=species:S:1:pos:R:3:forces:R:3
C -0.920096 1.728522 -0.141390 0.4 0.0 0.4
C -2.588842 -0.114587 0.343466 -0.1 -0.2 -0.4
C 3.560986 0.119457 0.182147 0.3 0.3 0.9
C -0.349081 -0.696046 -0.558246 0.4 1.1 3.7
C -1.173659 0.252427 -0.031626 -2.0 -0.2 -1.7
N -0.645486 -2.057352 -0.628581 -0.2 -0.1 -0.5
C 0.955013 -0.315590 -0.068507 2.3 -0.8 -2.0
C 2.139920 -0.143173 0.118286 -1.2 -0.1 -0.2
H -1.456890 -2.369961 -0.113627 0.1 0.1 -0.1
H 0.147267 -2.669707 -0.529919 0.0 0.1 0.0
H -1.245119 2.234221 0.769363 0.0 0.1 0.0
H 0.132129 1.956394 -0.291235 0.0 0.0 -0.1
H -3.182149 0.767100 0.561140 -0.1 0.1 0.1
H -1.486762 2.157493 -0.982066 0.0 -0.2 0.2
H -2.618757 -0.770294 1.221768 0.1 0.0 0.0
H -3.089083 -0.644890 -0.478387 0.0 0.0 0.1
H 3.953414 0.361587 -0.797446 0.1 0.1 -0.2
H 4.100482 -0.752693 0.553794 0.0 0.0 0.0
H 3.766713 0.957092 0.871066 0.1 -0.3 -0.3
```
Positions in Å, forces in eV/Å.

Properties
ΔE to the lowest compared entry with this formula, charge and spin	73.0	kcal/mol
SMILES	CC#CC(N)=C(C)C
E_LUMO	0.938	eV
charge	0
HOMO level	-7.40	eV
orbital gap	8.34	eV

Partial charges, natural (NBO), in e:
1 C -0.634
2 C -0.666
3 C -0.679
4 C 0.064
5 C 0.036
6 N -0.811
7 C -0.061
8 C -0.016
9 H 0.378
10 H 0.388
11 H 0.208
12 H 0.232
13 H 0.219
14 H 0.217
15 H 0.213
16 H 0.222
17 H 0.230
18 H 0.233
19 H 0.229

=====

(2)
ORCA calculation (wB97M-V/def2-TZVPD) on 2 unconnected molecules or ions with the total composition C5H11Br3P in a non-equilibrium geometry.

XYZ file:
```
20
Properties=species:S:1:pos:R:3:forces:R:3
C -0.297283 -0.809790 -1.568774 1.7 3.2 -1.2
C 0.643184 1.186559 -0.429047 -0.8 0.0 3.3
C 0.516217 -1.054177 0.826079 2.4 0.6 0.5
C -1.674993 0.424012 0.966817 0.4 -0.6 -1.9
C -0.000061 -0.150837 -0.240356 -1.8 0.5 1.2
P -3.246897 0.228893 0.164057 3.3 -1.1 -0.7
Br -3.410747 -1.942756 -0.502248 -0.1 0.9 0.3
Br -5.340245 0.293928 1.264745 -3.1 -0.2 1.6
Br -3.487345 1.556146 -1.506181 0.3 0.3 -0.5
H -1.175555 -0.385350 -2.100962 0.6 -0.3 0.3
H -0.267488 -1.841560 -1.592928 -0.4 -2.2 0.3
H 0.660039 -0.476066 -2.181256 -1.9 -0.6 0.8
H 0.559787 1.717388 0.561049 0.4 -0.2 -1.1
H 1.671534 1.071168 -0.653421 1.1 -0.2 -0.4
H 0.137542 1.728171 -1.168635 -0.6 0.9 -1.1
H 0.650563 -0.704487 1.882940 -0.3 0.3 -1.1
H 0.030964 -1.981555 0.873841 -1.0 -1.3 -0.1
H 1.544246 -1.308536 0.511149 -0.1 0.0 0.0
H -1.484002 -0.343364 1.705621 -0.5 -0.1 0.2
H -1.666321 1.424752 1.413493 0.4 0.0 -0.4
```
Positions in Å, forces in eV/Å.

Properties
E_LUMO (spin up / spin down)	-4.502 / -8.707	eV
charge	+1
HOMO level (spin up / spin down)	-11.09 / -13.61	eV
orbital gap (spin up / spin down)	6.59 / 4.90	eV
2S+1	3

Partial charges, natural (NBO), in e:
1 C -0.693
2 C -0.680
3 C -0.711
4 C -0.945
5 C 0.320
6 P 0.844
7 Br -0.070
8 Br 0.310
9 Br -0.053
10 H 0.241
11 H 0.232
12 H 0.253
13 H 0.224
14 H 0.243
15 H 0.227
16 H 0.242
17 H 0.231
18 H 0.252
19 H 0.268
20 H 0.265

=====

(3)
ORCA calculation (wB97M-V/def2-TZVPD) on a molecular structure, C3H10CdN5 in a non-equilibrium geometry.

XYZ file:
```
19
Properties=species:S:1:pos:R:3:forces:R:3
C 1.732028 1.420853 0.311198 -0.3 1.8 -0.2
Cd -0.132787 -0.034305 0.091810 -1.1 -2.3 -1.1
N -1.639165 -1.874823 0.100586 -0.8 -1.4 -0.2
N -0.126632 0.208743 -2.448711 -0.3 0.8 -0.6
H -2.370210 -1.191145 0.301141 -0.2 -0.5 0.2
H 1.588149 0.254678 0.321796 1.2 2.0 0.3
H 2.258767 1.774163 1.158331 0.8 0.1 1.3
H 0.914694 2.227217 0.165205 0.4 -1.9 0.4
H 2.318395 1.611977 -0.544064 1.1 -0.1 -1.3
H -1.105641 0.454168 -2.693804 0.5 -0.1 0.0
H 0.166565 -0.529830 -3.105754 0.0 0.1 0.5
H 0.450009 1.045488 -2.671162 -0.3 -0.5 0.1
H -1.780896 -2.220106 -0.858311 0.1 0.1 0.4
H -1.675480 -2.691293 0.751587 -0.1 0.9 -0.5
N -1.809820 0.736955 1.176867 -0.3 1.0 1.7
C -1.756186 1.216177 2.267393 -1.0 -0.5 -1.3
N -1.954018 1.892051 3.296177 0.0 1.1 1.8
C -1.775188 1.925310 4.604040 0.5 -0.8 -1.0
N -1.599484 1.992423 5.752374 -0.3 0.1 -0.4
```
Positions in Å, forces in eV/Å.

Properties
ΔE to the lowest compared entry with this formula, charge and spin	23.8	kcal/mol
E_LUMO (spin up / spin down)	3.613 / 3.612	eV
charge	-1
HOMO level (spin up / spin down)	-0.54 / -0.54	eV
orbital gap (spin up / spin down)	4.15 / 4.15	eV

Partial charges, natural (NBO), in e:
1 C -1.107
2 Cd 0.537
3 N -1.198
4 N -1.252
5 H 0.394
6 H 0.152
7 H 0.219
8 H 0.235
9 H 0.217
10 H 0.351
11 H 0.355
12 H 0.355
13 H 0.362
14 H 0.372
15 N -0.869
16 C 0.594
17 N -0.685
18 C 0.461
19 N -0.494

=====

(4)
ORCA calculation (wB97M-V/def2-TZVPD) on 2 unconnected molecules or ions with the total composition C5H14N2 in a non-equilibrium geometry.

XYZ file:
```
21
Properties=species:S:1:pos:R:3:forces:R:3
C -3.279722 0.332415 -0.242336 0.0 -0.5 1.0
C -1.847271 0.859366 -0.487040 -1.4 3.4 1.2
C 1.693755 0.896184 0.366128 -1.5 1.4 2.0
C 1.922324 -0.500125 0.893945 3.1 -2.0 0.2
C 1.221998 -1.648761 0.073135 2.3 0.2 0.7
N 1.863768 -1.758342 -1.182673 -1.0 0.2 0.6
N -1.266027 1.822338 0.432579 -0.4 -1.0 -0.1
H -3.545201 -0.277056 -1.168506 -0.2 0.8 1.4
H -3.951383 1.207666 -0.008158 0.5 -0.8 -1.0
H -3.382049 -0.259184 0.710624 0.3 0.0 -1.1
H -2.012282 1.623045 -1.274472 0.7 -1.2 -1.0
H 1.805126 1.725091 1.193816 -0.5 -1.7 -1.4
H 2.379072 1.204546 -0.352052 1.5 0.2 -1.4
H 3.057156 -0.886069 0.743958 -2.1 1.5 0.5
H 1.768682 -0.659783 2.000422 -0.3 0.3 -1.2
H 0.204183 -1.218698 0.073111 -1.1 -0.4 -0.7
H 1.347071 -2.567001 0.713809 -1.0 0.5 -0.7
H 0.715882 1.031592 -0.165932 0.7 -0.2 1.0
H 1.787444 -2.720343 -1.530092 0.0 0.1 0.2
H -1.098121 0.097377 -0.708914 0.4 -0.7 -0.4
H -1.526280 1.616364 1.400048 -0.1 -0.2 0.1
```
Positions in Å, forces in eV/Å.

Properties
ΔE to the lowest compared entry with this formula, charge and spin	206.3	kcal/mol
E_LUMO	-3.563	eV
charge	0
HOMO level	-6.83	eV
orbital gap	3.26	eV

Partial charges, natural (NBO), in e:
1 C -0.633
2 C -0.314
3 C -0.633
4 C -0.390
5 C -0.301
6 N -0.479
7 N -0.462
8 H 0.225
9 H 0.220
10 H 0.205
11 H 0.231
12 H 0.220
13 H 0.225
14 H 0.202
15 H 0.212
16 H 0.215
17 H 0.197
18 H 0.225
19 H 0.316
20 H 0.218
21 H 0.302

=====

(5)
ORCA calculation (wB97M-V/def2-TZVPD) on a single C27H31F6I2N2O9PS molecule in a non-equilibrium geometry.

XYZ file:
```
79
Properties=species:S:1:pos:R:3:forces:R:3
C -2.279839 3.286778 1.337847 -0.2 -0.2 0.5
C -2.871994 1.846851 1.098995 -1.1 2.2 0.9
N -2.575430 1.162530 -0.135572 -0.2 -1.0 1.8
C -1.375064 0.447618 -0.589748 -0.6 2.0 -3.1
C -0.756642 1.553538 -1.545494 1.1 0.4 0.0
C 0.593504 1.431182 -2.323752 0.2 1.5 -0.5
C 1.608965 2.549341 -1.867301 -0.1 -0.1 0.1
C 0.406744 1.837121 -3.822272 0.2 -0.6 -0.1
C -0.357186 -0.037328 0.488068 1.0 0.4 1.9
C -0.864171 -0.258543 1.957191 -0.7 -0.4 0.9
C 0.068593 -1.048790 2.862024 0.3 0.5 0.3
C 0.236886 -2.420234 2.840922 -0.6 -0.8 -0.7
C 1.094327 -3.059188 3.712693 -0.1 0.0 -0.1
C 1.799735 -2.340502 4.665529 0.3 -0.7 0.7
C 2.725250 -3.098763 5.602895 0.6 0.7 -0.5
C 1.622986 -0.969278 4.731134 0.1 -0.2 0.2
C 0.774526 -0.356812 3.835744 -0.1 1.1 0.0
C 0.806328 0.991018 0.816958 0.0 0.8 -0.2
O 0.583933 2.098065 1.225725 -0.1 -0.7 -0.3
C 2.327963 0.571466 0.741176 0.4 -1.2 0.4
F 2.687620 0.147796 -0.490662 0.0 0.8 -0.2
F 2.622458 -0.498091 1.530914 -0.5 0.2 0.3
C 3.313655 1.641952 1.280540 0.4 0.7 0.7
F 3.341630 2.769367 0.561059 -0.1 -0.3 -0.5
F 2.985012 2.008849 2.544558 -0.5 -0.4 -0.1
C 4.788393 1.134759 1.440141 1.4 0.9 -0.5
F 4.969079 0.436147 2.556433 -0.6 -0.3 0.0
F 5.543485 2.264186 1.613302 -0.2 0.1 -0.3
C 5.409729 0.338037 0.273749 0.4 -2.3 -0.7
O 5.656304 -0.829880 0.444205 -0.3 0.8 0.2
O 5.630665 0.901443 -0.937445 -1.0 0.9 1.0
O 0.435832 -1.210591 0.189140 -1.2 0.3 -1.7
S 0.191009 -2.283889 -0.939846 2.1 -4.1 0.0
O -0.112194 -3.542271 -0.329715 -1.5 0.7 0.8
O 1.395611 -2.465382 -1.688791 0.0 2.0 -0.7
C -1.220368 -1.878436 -2.112504 -1.0 0.7 0.7
O -1.997470 -3.124387 -2.043274 0.3 0.1 -0.8
C -2.698790 -3.350771 -3.117249 -1.8 0.0 -0.7
N -3.468016 -3.503648 -3.984766 1.5 0.1 1.2
P -0.554588 -1.844265 -3.857173 2.8 -0.8 -2.2
O 0.705535 -1.128502 -4.161787 -0.5 0.8 0.5
C -2.095123 -0.801110 -1.356907 -0.7 -1.6 2.8
O -2.340986 -1.661035 -0.195869 0.8 0.0 0.1
C -3.576082 -0.599347 -1.815817 -0.3 0.6 -1.3
I -5.204105 -1.421998 -0.622314 0.8 0.2 -0.1
C -4.073596 -0.018205 -2.913578 -0.3 -0.1 -0.1
C -5.552549 0.113093 -3.266890 0.2 0.2 -0.4
I -2.857683 0.802460 -4.422720 -0.2 0.1 0.2
H -3.070658 3.946540 1.728641 0.1 -0.3 -0.2
H -1.929549 3.761089 0.414741 0.2 -0.2 0.2
H -1.519145 3.283947 2.128014 0.2 0.1 -0.6
H -3.953691 2.073564 1.038802 0.3 -0.5 -0.3
H -2.826149 1.326148 2.058715 0.3 -0.5 -0.6
H -2.988599 1.733742 -0.856166 0.4 -0.3 -0.4
H -0.643936 2.423318 -0.878510 0.0 -0.4 0.0
H -1.480570 1.939243 -2.272897 -0.3 -0.7 0.4
H 1.055580 0.445366 -2.209559 -0.1 0.1 -0.3
H 1.351237 2.995315 -0.901771 0.4 -0.3 0.0
H 2.641700 2.181270 -1.893524 -0.3 0.1 0.3
H 1.608414 3.395691 -2.568426 -0.2 -0.2 0.1
H 1.387649 2.121557 -4.223869 -0.3 -0.2 0.0
H -0.243452 2.722352 -3.895960 0.2 -0.2 0.1
H 0.021574 1.049409 -4.469091 0.1 0.1 0.2
H -1.844382 -0.737921 2.068702 0.2 0.0 -0.6
H -0.986299 0.705650 2.463563 0.1 -0.1 -0.5
H -0.314262 -3.038436 2.132167 0.1 0.2 0.0
H 1.217961 -4.137948 3.647347 0.0 0.2 0.0
H 3.370118 -2.389486 6.139920 -0.3 -0.2 0.1
H 2.204406 -3.732206 6.326571 0.0 0.1 -0.2
H 3.409052 -3.688661 4.976178 -0.3 -0.2 0.4
H 2.137278 -0.368866 5.478140 0.0 -0.2 -0.1
H 0.678288 0.730594 3.905477 -0.1 -0.2 -0.1
H 5.505233 0.179083 -1.570382 0.4 -0.1 0.0
H -1.494157 -1.596131 -4.876689 -0.5 -0.2 0.9
H -0.211222 -3.214306 -4.064290 -0.9 0.1 0.7
H -2.793317 -1.140615 0.481599 -0.1 0.2 -0.2
H -5.988985 -0.881726 -3.423325 0.0 0.2 0.3
H -6.095018 0.667170 -2.491488 0.1 -0.3 0.0
H -5.698979 0.662901 -4.202125 0.2 -0.1 0.2
```
Positions in Å, forces in eV/Å.

Properties
ΔE to the lowest compared entry with this formula, charge and spin	0.0	kcal/mol
SMILES	CCN[C@]1(CC(C)C)[C@@](O)(/C(I)=C(/C)I)[C@@](OC#N)([PH2]=O)S(=O)(=O)O[C@@]1(Cc1ccc(C)cc1)C(=O)C(F)(F)C(F)(F)C(F)(F)C(=O)O
E_LUMO	-0.696	eV
charge	0
HOMO level	-9.20	eV
orbital gap	8.50	eV

Partial charges, Mulliken, in e:
1 C -1.012
2 C -0.591
3 N 0.296
4 C 1.608
5 C -3.046
6 C 2.015
7 C -1.971
8 C -2.049
9 C 1.256
10 C -0.512
11 C -0.859
12 C 0.091
13 C -1.277
14 C 1.208
15 C -1.514
16 C -1.227
17 C -0.158
18 C -0.536
19 O -0.414
20 C 0.633
21 F -0.192
22 F -0.286
23 C 0.265
24 F -0.297
25 F -0.263
26 C 0.934
27 F -0.238
28 F -0.319
29 C 0.194
30 O -0.513
31 O -0.486
32 O 0.099
33 S 1.983
34 O -0.850
35 O -0.788
36 C 0.533
37 O -0.347
38 C 0.485
39 N -0.551
40 P -0.049
41 O -0.682
42 C 0.622
43 O -0.571
44 C -2.354
45 I 0.000
46 C 0.560
47 C -1.660
48 I 0.082
49 H 0.458
50 H 0.183
51 H 0.127
52 H 0.631
53 H 0.344
54 H 0.511
55 H 0.464
56 H 0.997
57 H 0.120
58 H 0.355
59 H 0.253
60 H 0.598
61 H 0.587
62 H 0.446
63 H 0.104
64 H 0.653
65 H 0.809
66 H 0.427
67 H 0.423
68 H 0.351
69 H 0.313
70 H 0.370
71 H 0.334
72 H 0.286
73 H 0.383
74 H 0.259
75 H 0.148
76 H 0.566
77 H 0.406
78 H 0.407
79 H 0.441

=====

(6)
ORCA calculation (wB97M-V/def2-TZVPD) on 2 unconnected molecules or ions with the total composition C8H17NO2 in a non-equilibrium geometry.

XYZ file:
```
28
Properties=species:S:1:pos:R:3:forces:R:3
C -1.414350 0.871187 -1.106800 1.6 2.4 0.8
C 0.835917 0.578774 -2.029490 -4.1 2.6 -0.6
C -0.869657 -1.465393 -1.734021 3.0 2.1 -1.9
C 2.471505 -0.239959 0.740886 -3.4 -1.9 2.7
C 0.742326 1.395477 1.551120 1.4 -1.2 -0.7
C -1.015604 -0.942586 2.203733 3.5 3.4 0.2
C -0.486785 0.031748 -1.506046 -0.7 -1.5 -2.0
C 0.993482 0.133060 1.149022 0.7 -1.1 1.4
N 0.187740 -1.101691 1.276092 -0.6 2.0 0.7
O -2.691760 0.632683 -0.792055 -0.7 0.9 0.8
O -1.058796 2.225817 -0.825531 -2.3 -1.2 0.2
H 1.243142 1.104070 -1.207484 1.3 0.5 0.3
H 0.519861 1.340301 -2.842932 0.8 -0.9 1.3
H 1.340446 -0.145773 -2.535529 2.0 -2.0 -0.8
H -1.870981 -1.692442 -1.876235 -2.1 -0.2 -0.4
H -0.537645 -1.870159 -0.845389 0.6 -1.7 1.8
H -0.275620 -1.902451 -2.605327 -0.8 0.6 1.1
H 3.088565 -0.252712 1.620366 0.6 0.5 0.2
H 2.411367 -1.269725 0.429272 0.3 -0.4 -0.6
H 2.711919 0.364586 -0.028924 1.5 1.9 -2.2
H -0.151353 1.904182 1.723858 -1.6 0.0 0.5
H -1.882838 2.596246 -0.396256 1.4 -0.4 -0.7
H 1.592297 2.064205 1.644287 0.1 -0.1 -0.5
H -1.659540 -0.158669 1.824836 -0.4 -0.3 -0.5
H -1.495603 -1.793815 2.512381 -1.1 -2.3 -0.1
H -0.640953 -0.470213 3.159423 -0.2 -0.4 -0.6
H 0.868086 -1.746256 1.663736 -0.4 -0.3 0.0
H -2.955168 -0.190491 -1.166991 -0.3 -1.0 -0.4
```
Positions in Å, forces in eV/Å.

Properties
ΔE to the lowest compared entry with this formula, charge and spin	79.1	kcal/mol
SMILES	CC(C)=C(O)O.C=C(C)NC
E_LUMO	0.746	eV
charge	0
HOMO level	-7.74	eV
orbital gap	8.48	eV

Partial charges, natural (NBO), in e:
1 C 0.550
2 C -0.627
3 C -0.632
4 C -0.650
5 C -0.520
6 C -0.420
7 C -0.149
8 C 0.226
9 N -0.638
10 O -0.698
11 O -0.702
12 H 0.232
13 H 0.215
14 H 0.209
15 H 0.184
16 H 0.242
17 H 0.206
18 H 0.220
19 H 0.203
20 H 0.221
21 H 0.204
22 H 0.483
23 H 0.201
24 H 0.208
25 H 0.202
26 H 0.178
27 H 0.362
28 H 0.492

=====

What is the formula in the fourth record? C5H14N2

=====

Which value of charge does entry 6 give? 0

=====

Which of these has the lowest charge? C3H10CdN5